Entry P
Formula: H9N3Si2
Source: the OMol25 dataset
Level of theory: wB97M-V/def2-TZVPD

```
14
Properties=species:S:1:pos:R:3:mulliken_charge:R:1
N 0.702 0.746 -1.475 -0.64
N -0.677 -1.781 -0.313 -0.53
N 1.686 -2.113 -0.942 -0.39
Si -0.698 2.276 1.255 0.23
Si 0.562 -0.916 -1.175 0.34
H -1.814 2.769 2.761 -0.06
H 0.044 1.393 -1.193 0.21
H -0.508 -2.031 0.603 0.24
H -1.659 -1.498 -0.302 0.25
H 1.274 -3.044 -0.714 0.29
H 2.676 -2.284 -1.078 0.23
H 0.002 3.536 0.887 -0.04
H 0.151 1.046 1.537 -0.07
H -1.742 1.900 0.151 -0.06
```

As for the gap between HOMO and LUMO: 0.3278 Ha. The calculation puts the LUMO energy at 0.032 eV.

***

Entry Q
Formula: H9N3Si2
Source: the OMol25 dataset
Level of theory: wB97M-V/def2-TZVPD

```
14
Properties=species:S:1:pos:R:3:mulliken_charge:R:1
N -1.330 1.296 0.692 -0.54
Si -1.232 -0.016 -0.479 0.44
N -1.543 -1.631 0.176 -0.48
N 0.940 -0.425 -0.655 -0.42
Si 2.249 0.314 0.206 0.26
H -0.613 2.071 0.659 0.27
H -2.172 1.732 0.590 0.24
H -1.900 0.384 -1.899 -0.05
H -1.534 -2.402 -0.482 0.20
H -2.096 -2.010 0.897 0.25
H 1.058 -1.374 -0.807 0.21
H 2.132 1.893 -0.017 -0.14
H 3.523 0.085 -0.529 -0.13
H 2.517 0.082 1.648 -0.12
```

As for the gap between HOMO and LUMO: 0.3429 Ha. The calculation puts the LUMO energy at 0.621 eV. Its SMILES is N[SiH](N)N[SiH3].

***

How do the energies compare? Relative to the most stable structure, in kcal/mol: entry P 46.2; entry Q 0.0.

***

Entry P
Formula: C5H16N2O
Source: the OMol25 dataset
Level of theory: wB97M-V/def2-TZVPD

```
24
Properties=species:S:1:pos:R:3:mulliken_charge:R:1
C -0.030 1.489 1.119 -0.87
N -0.039 0.564 -0.050 -0.46
C -0.774 -0.744 0.203 0.68
C -2.079 -0.751 -0.614 -1.61
C 0.127 -1.925 -0.108 -1.11
C 1.366 -1.942 0.796 -0.45
N 2.369 -1.005 0.345 -0.60
H -0.580 1.170 2.003 0.28
H 1.003 1.613 1.415 0.26
H -0.466 2.424 0.788 0.35
H -0.530 1.064 -0.767 0.27
H -1.060 -0.652 1.248 0.23
H -2.432 -1.782 -0.705 0.42
H -1.834 -0.458 -1.634 0.40
H -2.857 -0.143 -0.180 0.35
H -0.394 -2.868 -0.044 0.38
H 0.492 -1.752 -1.112 0.35
H 0.994 -1.861 1.831 0.27
H 1.842 -2.933 0.792 0.40
H 3.173 -0.910 0.951 0.22
H 1.952 -0.121 0.107 0.23
O -0.324 3.892 -1.798 -0.64
H -0.552 3.612 -2.694 0.32
H 0.632 4.019 -1.893 0.32
```

As for the gap between HOMO and LUMO: 0.3404 Ha. The calculation puts the LUMO energy at 0.752 eV. Its SMILES is CN[C@@H](C)CCN.O.

***

Entry Q
Formula: C5H16N2O
Source: the OMol25 dataset
Level of theory: wB97M-V/def2-TZVPD

```
24
Properties=species:S:1:pos:R:3:mulliken_charge:R:1
C 0.589 0.138 -3.088 -0.89
N -0.137 0.462 -1.787 -0.16
C -0.408 -0.767 -1.073 -0.74
C -0.842 -0.464 0.370 -0.70
N -0.012 0.399 1.199 0.08
C 0.159 1.735 0.725 -0.94
C 1.360 -0.121 1.461 -1.00
H 1.217 -0.809 -3.042 0.28
H -0.078 0.007 -3.975 0.25
H 1.231 0.947 -3.193 0.36
H -0.916 1.000 -2.051 0.22
H -1.216 -1.383 -1.445 0.29
H 0.454 -1.419 -1.047 0.51
H -1.040 -1.490 0.972 0.29
H -1.869 0.069 0.084 0.24
H -0.820 2.088 0.243 0.31
H 0.970 1.831 -0.014 0.29
H 0.458 2.330 1.663 0.32
H 1.380 -0.064 2.639 0.36
H 1.481 -0.932 0.709 0.24
H 2.128 0.604 1.120 0.37
O -1.281 -1.645 3.478 -0.68
H -0.683 -1.087 3.023 0.38
H -2.125 -1.429 3.028 0.32
```

As for the gap between HOMO and LUMO: 0.3349 Ha. The calculation puts the LUMO energy at 0.847 eV. Its SMILES is CNCCN(C)C.O.

***

How do the energies compare? Relative to the most stable structure, in kcal/mol: entry P 0.0; entry Q 48.2.